<a>
11 unconnected molecules or ions with the total composition C34H46N10O8S, computed with wB97M-V/def2-TZVPD.

Each line ends with the Mulliken charge.
CARTESIAN COORDINATES (ANGSTROEM)
S: 18.3180 46.9590 8.1020  0.10
O: 17.3980 47.3940 7.0590  0.45
O: 18.0440 45.6470 8.5380  -0.36
O: 19.7410 47.1430 7.6510  -1.52
O: 18.1260 47.9250 9.1630  -1.00
N: 21.5030 48.9020 6.5410  0.37
C: 21.2190 50.3100 6.5150  -0.48
C: 22.4640 50.9080 5.8930  -0.92
C: 23.4210 49.6860 5.5420  -0.77
C: 22.6490 48.4540 6.0550  -0.59
H: 20.9220 48.2360 6.8600  0.58
H: 20.3000 50.6400 6.8330  0.65
H: 22.5800 51.8990 5.5950  0.46
H: 24.4920 49.6690 5.1940  0.33
H: 22.8120 47.6140 5.8580  0.77
N: 19.5890 49.1020 10.9250  0.27
C: 19.5220 49.3100 12.2780  -0.31
C: 20.7450 49.9990 12.7360  -0.58
C: 21.5870 50.0890 11.5530  -0.89
C: 20.7630 49.5850 10.3570  -0.75
H: 18.7250 48.6090 10.1760  0.08
H: 18.6760 48.8070 12.8490  0.28
H: 20.9600 50.4110 13.7460  0.34
H: 22.5550 50.3690 11.7750  0.45
H: 20.9360 49.5370 9.3690  0.75
N: 17.4790 43.6330 7.2440  0.68
C: 17.0320 42.4010 7.4420  -0.25
C: 16.8620 41.7680 6.0680  -0.79
C: 16.8730 42.8730 5.0780  -0.84
C: 17.5390 44.0120 5.8610  -1.84
H: 17.7240 44.4080 8.1260  0.15
H: 16.9230 41.9550 8.3660  0.46
H: 16.7380 40.6340 5.8110  0.23
H: 16.6900 42.8800 3.9730  0.35
H: 17.8110 44.8740 5.5040  1.83
N: 15.1900 47.3830 5.9150  0.68
C: 14.4190 48.4220 5.5870  -0.67
C: 13.0960 47.8620 5.1780  -0.99
C: 13.2180 46.3550 5.1220  -0.62
C: 14.6110 46.1130 5.5680  -0.44
H: 16.2120 47.4240 6.3210  0.12
H: 14.5160 49.3520 5.6550  0.98
H: 12.1220 48.1810 4.6150  0.20
H: 12.4340 45.5980 4.9440  0.36
H: 15.1460 45.1180 5.5990  0.26
N: 15.7370 48.5900 10.1450  0.58
C: 14.6570 49.0970 9.4190  -0.65
C: 13.5490 49.1480 10.3130  -0.60
C: 14.0110 48.6090 11.5770  -0.75
C: 15.4260 48.1280 11.4270  -0.21
H: 16.6420 48.3040 9.7430  0.19
H: 14.7760 49.3410 8.4430  0.74
H: 12.5720 49.6110 9.9700  0.31
H: 13.4610 48.5870 12.6520  0.15
H: 16.2600 47.6510 11.9500  0.45
N: 17.9580 44.7240 10.8910  0.48
C: 18.3490 45.4290 12.0400  -0.24
C: 18.3600 44.5930 13.2640  -0.72
C: 17.9090 43.2530 12.7440  -0.86
C: 17.7740 43.4100 11.1900  -0.26
H: 17.9010 45.1070 9.8550  0.10
H: 18.5860 46.5560 11.7100  0.33
H: 18.5150 44.9680 14.3960  0.24
H: 17.8480 42.4180 13.3380  0.48
H: 17.6250 42.7470 10.3420  0.27
N: 17.4400 50.0370 6.6540  1.75
C: 17.6310 50.8180 7.7930  -0.31
C: 17.2780 52.2260 7.4120  -1.19
C: 16.8260 52.1870 6.0310  -0.69
C: 17.0290 50.7830 5.5010  -0.49
H: 17.5210 49.0280 6.7350  -0.57
H: 17.7730 50.1580 8.7460  0.45
H: 17.2810 53.0000 8.1290  0.49
H: 16.5710 53.0710 5.4150  0.34
H: 16.9360 50.3470 4.4500  0.24
N: 21.4520 45.4770 6.8050  0.54
C: 21.2470 44.7050 5.6330  -0.25
C: 22.4140 43.7310 5.5800  -1.04
C: 23.4690 44.2250 6.5040  -0.47
C: 22.7290 45.3040 7.3990  -0.71
H: 20.7770 46.1530 7.0700  0.42
H: 20.3180 44.6920 5.1690  0.39
H: 22.6800 43.0740 4.8690  0.48
H: 24.4770 43.6710 6.4960  0.28
H: 23.2020 45.7170 8.1760  0.59
C: 18.8310 47.8300 4.2940  0.06
N: 18.8640 48.5530 2.9980  1.08
O: 17.7700 48.9980 2.5360  -0.62
O: 19.8720 48.8960 2.4960  -0.62
H: 19.4110 46.9870 4.0460  0.45
H: 17.7440 47.7820 4.6900  -0.14
H: 19.5240 48.3750 5.0510  -0.15
C: 14.9580 45.5000 8.8190  0.69
N: 13.7790 45.0040 9.5330  1.02
O: 13.2730 45.6160 10.3970  -0.53
O: 13.0550 44.0740 8.9820  -0.67
H: 15.6900 44.8250 9.2890  0.10
H: 15.0140 46.5010 8.9130  -0.39
H: 14.8760 45.0660 7.7000  -0.15

## Properties
- LUMO: 4.152 eV
- E_HOMO: -3.2 eV
- Frontier orbital gap: 7.3 eV
- Charge: -2

=====

<b>
11 unconnected molecules or ions with the total composition C34H46N10O8S, computed with wB97M-V/def2-TZVPD.

Each line ends with the Mulliken charge.
CARTESIAN COORDINATES (ANGSTROEM)
S: -0.0164 -0.3395 -0.2361  0.25
O: 1.3565 -0.4295 0.0356  -0.76
O: -0.2261 0.8098 -1.2111  -0.98
O: -0.4770 -1.4965 -0.9156  -1.52
O: -0.6447 -0.1223 1.0035  -0.53
N: -0.7482 -4.0782 -0.9023  0.29
C: -1.9493 -4.7552 -0.5810  -0.85
C: -1.6523 -6.2141 -0.6876  -0.82
C: -0.3341 -6.3148 -1.1155  -0.90
C: 0.2834 -4.9254 -1.2515  -0.39
H: -0.7071 -2.9830 -0.8260  0.66
H: -2.7375 -4.1933 -0.2697  0.82
H: -2.3324 -7.0555 -0.6151  0.37
H: 0.1639 -7.1129 -1.4416  0.54
H: 1.2242 -4.5762 -1.4365  0.45
N: -2.5590 -1.1487 2.2557  0.68
C: -2.7069 -2.5089 2.3249  -0.12
C: -3.9224 -2.7303 3.2066  -1.02
C: -4.3994 -1.3486 3.5496  -0.89
C: -3.3980 -0.3629 2.9711  -0.41
H: -1.7708 -0.6246 1.7213  0.01
H: -1.7607 -3.1242 2.0117  0.31
H: -4.4030 -3.6568 3.3580  0.45
H: -5.2785 -0.9704 3.8567  0.51
H: -3.3013 0.6748 3.2547  0.36
N: 1.1825 2.1316 -3.1166  0.43
C: 0.3436 3.0566 -3.7719  -0.28
C: 1.3441 3.5960 -4.8318  -0.92
C: 2.6517 2.8061 -4.7526  -0.75
C: 2.5120 1.8433 -3.6387  -0.41
H: 0.7920 1.4247 -2.3969  0.30
H: -0.5856 3.2522 -3.3571  0.44
H: 0.8657 4.2104 -5.4768  0.49
H: 3.4562 2.9197 -5.4506  0.42
H: 3.1705 1.0162 -3.3188  0.44
N: 3.4832 0.8201 0.4092  0.28
C: 4.3397 0.2672 1.4056  -0.04
C: 5.7096 0.9605 1.4551  -0.83
C: 5.4346 2.2295 0.5279  -0.85
C: 4.1394 1.9003 -0.1426  -0.52
H: 2.5500 0.3231 0.2077  0.74
H: 3.9593 -0.6940 1.9460  0.11
H: 6.6201 0.7693 2.1289  0.28
H: 6.1110 3.0438 0.2912  0.38
H: 3.7064 2.4280 -0.9057  0.61
N: -0.7532 1.6513 2.9301  0.80
C: -1.1123 2.9907 2.7940  -0.03
C: -0.8572 3.6722 4.1338  -1.29
C: -0.3029 2.6026 5.0572  -0.66
C: -0.3884 1.3106 4.2512  -0.56
H: -0.7388 0.9719 2.2009  0.25
H: -1.3927 3.2125 1.8063  0.37
H: -0.9892 4.6677 4.2551  0.57
H: -0.0681 2.5781 6.2734  0.18
H: -0.2464 0.3335 4.5939  0.61
N: -2.2357 2.3077 -0.6300  0.99
C: -2.5299 3.5981 -1.0458  -0.65
C: -3.7414 4.1540 -0.1519  -0.90
C: -4.0988 3.0029 0.6511  -0.90
C: -3.1158 1.8704 0.3303  -0.16
H: -1.4781 1.7536 -0.7828  -0.09
H: -2.0477 4.0550 -1.8182  0.53
H: -4.1225 5.0959 -0.0755  0.53
H: -4.8806 2.9665 1.3421  0.51
H: -2.9574 0.7047 0.4039  0.35
N: 3.0138 -2.3463 -1.0072  1.43
C: 3.4506 -2.3261 -2.3543  -0.10
C: 4.4501 -3.5396 -2.5412  -1.27
C: 4.7979 -3.7252 -1.1136  -0.65
C: 3.9029 -3.0397 -0.1591  -0.22
H: 2.3686 -1.5440 -0.7518  -0.05
H: 2.6945 -1.7664 -3.0845  0.21
H: 4.6929 -4.0223 -3.3644  0.59
H: 5.3857 -4.4136 -0.5167  0.34
H: 3.7717 -2.7775 0.9258  0.19
N: -2.5679 -1.2379 -2.5654  0.32
C: -2.9385 0.0547 -2.9127  -0.28
C: -4.2252 -0.1271 -3.7085  -0.77
C: -4.5411 -1.5688 -3.7616  -0.64
C: -3.3907 -2.1999 -3.0893  -0.21
H: -1.9198 -1.3969 -2.0629  0.45
H: -2.3381 0.8481 -2.5284  0.47
H: -4.7794 0.6888 -4.2341  0.32
H: -5.4296 -2.0061 -4.2984  0.32
H: -3.0816 -3.3131 -2.8713  0.26
C: 1.0648 -1.9717 2.7019  -0.34
N: 1.7807 -2.2066 3.8992  1.07
O: 3.0302 -2.2347 3.8840  -0.62
O: 1.1866 -2.4573 4.9240  -0.64
H: 1.4317 -0.8449 2.6487  -0.10
H: 0.1266 -2.0743 2.7728  0.50
H: 1.3896 -2.4897 1.8150  0.12
C: 0.8981 3.9438 0.0859  0.27
N: 0.5423 5.3553 0.4958  1.00
O: 0.3476 6.1691 -0.4681  -0.62
O: 0.4621 5.5063 1.6476  -0.54
H: 0.4716 3.6223 -0.8681  -0.21
H: 0.5344 3.1214 0.7507  -0.26
H: 1.9847 4.1029 -0.0801  0.36

## Properties
- LUMO: 4.096 eV
- E_HOMO: -3.3 eV
- Frontier orbital gap: 7.4 eV
- Charge: -2

=====

<b> is preferred energetically. Next in line: 62.3 kJ/mol higher.